[1]
The following is a DFT calculation (ωB97M-V/def2-TZVPD) of a structure of composition C12H27BF2MnOS4SbSi3.

```
52
Properties=species:S:1:pos:R:3:forces:R:3
C -2.880323 -0.724107 2.357669 0.460 0.221 -0.131
Mn 1.496927 -1.136234 -1.848975 1.303 -1.115 -1.352
C -0.657673 0.584342 -3.227069 0.344 -0.640 0.751
C 1.956482 -3.424088 0.124889 -0.663 -0.563 0.126
H -2.303241 2.704339 -1.142417 0.151 0.187 0.062
H -2.710113 2.374663 3.292536 -0.092 -0.153 0.268
S 2.416442 -4.393823 1.530402 -0.009 0.215 -0.128
Si -1.415032 0.486940 2.255299 -0.556 -0.002 0.916
H -2.219805 -2.087428 -2.232104 0.076 -0.041 0.056
H -1.209489 0.348372 -4.131990 -0.177 -0.086 -0.109
S 0.199678 -3.104449 -1.975641 -0.419 -0.339 -0.611
Si -1.693063 0.290204 -1.639914 -0.498 -0.017 -0.462
H 2.508317 0.734461 -1.963452 0.224 1.082 0.137
Si 1.733901 1.610472 0.274703 0.601 0.372 -0.036
B 2.774153 -1.319018 -3.800318 0.394 0.495 -0.842
H 0.284002 3.688239 0.288415 -0.188 0.053 -0.105
H -0.286185 1.601853 -3.308857 0.097 0.134 0.074
H -3.543218 1.606306 -0.562600 -0.176 -0.064 0.222
F 2.388862 -1.011563 -5.081800 -0.674 0.126 0.253
H -0.855925 0.240281 4.719899 -0.232 0.050 0.089
H 3.726646 0.255599 0.964193 -0.038 -0.104 -0.016
C 1.158412 3.356651 0.839068 0.003 -0.846 -0.260
H 1.800026 2.357298 -2.159853 -0.223 0.067 -0.119
H 0.911804 3.346196 1.893898 -0.081 0.008 0.287
S 0.032570 -5.263272 0.081982 0.026 0.182 -0.161
C -2.818027 -1.239032 -1.909072 0.533 0.473 0.163
H 0.234330 -0.102682 -3.221915 -0.718 0.666 -0.438
H -3.441460 1.985050 -2.270149 -0.099 -0.043 -0.277
C 2.427594 1.762503 -1.505532 -0.367 -0.948 0.330
H -3.584036 -1.067174 -2.661102 -0.127 0.257 -0.129
C -0.303999 0.246816 3.783771 -0.183 -0.014 -0.531
C -2.854659 1.800143 -1.376506 0.650 -0.567 0.059
H 3.428868 2.180816 -1.530563 0.224 0.067 0.140
C 1.117731 -5.575607 1.434547 0.019 0.362 -0.311
C -2.150243 2.242130 2.371940 0.366 -0.457 -0.315
H 3.915533 1.901423 1.552658 -0.036 0.296 -0.077
C 0.855121 -3.832261 -0.555870 0.463 -0.190 0.817
H 1.951082 4.083208 0.688686 0.246 0.069 -0.078
H -1.373785 2.995098 2.348330 0.235 0.223 -0.019
O 0.982394 -6.486780 2.204418 -0.081 -0.530 0.433
H 2.840343 0.781406 2.379200 -0.059 -0.079 0.191
Sb -0.027581 -0.379342 0.292250 -0.723 1.246 0.643
H -3.375929 -0.714439 3.324491 -0.018 0.125 0.225
H 0.228980 -0.696448 3.704984 0.119 -0.165 0.005
H -3.310764 -1.524337 -0.982638 -0.083 -0.023 0.169
H 0.434346 1.041311 3.839617 0.190 0.159 -0.003
H -3.622672 -0.481915 1.603284 -0.157 0.045 -0.200
S 2.947543 -2.059942 -0.230482 0.874 0.075 0.140
H -2.821807 2.439244 1.546796 -0.191 0.054 -0.256
C 3.197630 1.097776 1.403241 -0.624 0.011 -0.395
F 4.047271 -1.781651 -3.952252 -0.157 -0.132 0.843
H -2.537963 -1.737545 2.169907 0.048 -0.202 -0.036
```
Forces are in eV/Å.

Its total energy is -125880.408 eV. Its net charge is -1. The value obtained for the relative energy (zero: lowest compared OMol25 entry of this formula, charge and spin) is 152.13 kJ/mol. As for the multiplicity: 6. As for the HOMO-LUMO gap (spin up / spin down): 6.2 / 6.3 eV.

=====

[2]
The following is a DFT calculation (ωB97M-V/def2-TZVPD) of a structure of composition C24H47CsN6O2Se3Si.

```
84
Properties=species:S:1:pos:R:3:forces:R:3
C 1.393376 -0.981462 -2.023902 -0.218 0.284 -2.763
C -0.192231 1.268642 4.918333 3.100 1.173 0.184
H -3.166879 -4.777781 -3.133073 -0.878 -0.162 0.492
Se -2.807388 -0.315041 3.858273 -0.355 0.017 -0.240
H 0.113742 3.388801 0.431024 -0.442 -0.303 -0.367
C 1.275119 -2.047973 -4.288508 -0.191 1.209 -0.468
C 0.731071 -3.423891 0.890516 -1.126 -0.087 -1.214
C 2.296409 -1.818429 0.008195 -1.310 0.324 -0.589
H -0.234636 0.289493 4.502158 -0.068 -0.845 0.195
C 3.287648 2.005316 -3.470382 -1.068 -1.431 0.271
H -1.002437 2.734235 -0.971944 0.900 1.465 1.106
H -2.370831 3.600982 6.202975 0.501 -0.613 -0.724
O -0.720485 0.706633 7.622969 1.185 2.099 2.798
H -2.739539 1.100334 7.193242 -0.748 0.966 0.929
H -4.759566 -5.609294 -2.489363 1.140 0.220 -0.258
H 4.259519 2.436740 -3.241093 -0.071 0.777 0.105
H 5.508823 -2.247858 0.606659 -0.847 -0.106 -0.673
C -2.630859 1.533622 4.561358 -0.163 -0.680 0.576
H 3.006433 0.244692 -0.757748 0.282 0.608 -0.289
H -5.297971 -1.202865 -3.737260 -0.390 -0.470 0.746
H -6.569091 -2.269125 -0.596019 0.295 -0.917 0.029
H -3.595169 1.808869 5.034306 0.484 -0.028 -0.117
H 3.364723 1.599913 -4.510238 -0.446 0.384 0.673
H -6.262924 -2.701565 -4.142370 0.468 0.511 -0.019
C -5.281434 -2.306529 -3.765114 -1.264 -0.481 -0.591
Cs -0.960413 0.187577 0.735005 -0.520 0.000 0.318
H 0.660437 1.403945 5.671113 -1.132 -0.557 -1.113
H 2.347558 -2.844833 -2.641941 -0.168 -0.120 0.276
C 0.858251 0.230325 -2.574606 0.457 -0.060 -1.906
H -2.423282 2.203162 3.749880 -0.061 0.349 -0.538
N 0.830205 1.413227 -1.856542 -0.005 1.639 0.823
H -5.860371 -3.961346 -0.092633 -0.609 1.288 -0.626
N 0.745102 3.678135 -1.576526 0.374 1.332 0.834
N 2.021633 -2.765109 0.965181 -0.604 0.022 0.960
C -0.309832 3.569776 -0.577118 -0.480 -0.858 -0.939
C 1.522670 4.897996 -1.521519 0.379 -0.059 0.141
H -4.564713 -2.432805 -4.570709 0.375 -0.666 -0.019
H 2.024403 5.181984 -0.568584 -0.469 -0.785 -0.197
Se 0.403496 2.391502 3.330448 0.133 -0.165 0.001
C 0.535536 -0.909781 -4.757702 1.314 -1.323 2.028
N 1.329142 -1.207745 -0.684873 2.277 -1.866 2.269
H -3.454800 -5.026125 -1.384937 -0.185 0.091 -0.291
H 3.558870 -2.231695 2.274727 -0.190 0.331 0.264
H 0.138023 -0.935045 -5.725191 -0.756 0.083 -1.217
O -0.543246 3.370944 6.998221 1.662 0.414 1.861
H 0.754768 4.168615 -4.038172 0.640 0.199 -0.920
H -0.542724 1.651904 7.924092 0.205 -1.708 -0.491
C -3.955932 -4.821403 -2.343190 -0.835 -1.538 -0.332
H -7.132483 -3.848850 -1.308819 -0.294 0.118 -0.145
H 2.272988 4.784370 -2.281291 0.486 0.387 -0.149
C -6.278290 -3.293779 -0.921663 0.665 -0.890 0.481
C 1.633777 3.620767 -4.441629 0.487 -0.105 0.850
H -1.970488 -0.115424 6.381917 -0.145 -0.574 -0.323
H 0.887267 5.716868 -1.775673 -0.502 0.822 -0.248
H 5.130531 -2.714845 -1.090168 -0.293 0.484 0.351
C -1.362018 3.200055 5.865842 -2.250 0.635 0.475
H 0.348883 -3.409090 -0.169176 0.355 0.165 1.120
H 1.318239 2.948965 -5.274502 0.149 0.251 0.583
C 1.231135 2.623641 -2.244648 -1.746 -4.444 1.394
C 4.660618 -2.533036 -0.092500 2.206 -0.091 0.029
H -0.294024 0.934639 -4.301883 -0.200 1.055 0.029
C 3.955960 -0.278133 -0.789755 0.462 -0.270 1.310
N 3.635662 -1.551325 -0.129110 -0.189 0.858 -1.284
N 2.098164 2.872875 -3.253040 2.508 -0.109 -2.818
C 0.357930 0.188924 -3.920127 0.932 -1.457 0.473
Si -4.829039 -3.208081 -2.136114 1.820 2.865 0.187
C -1.454261 1.678564 5.559258 -1.786 2.337 -0.967
H 4.374791 -0.341588 -1.810919 -0.291 -0.317 0.419
C 2.590770 -2.727110 2.350500 0.391 0.307 -1.281
H -0.047076 -2.988883 1.531675 0.204 0.228 -0.102
H 1.933977 -2.225066 3.085031 0.194 -0.184 -0.493
H 3.204936 1.117755 -2.795776 -0.066 0.746 -0.726
H 4.360065 -3.514789 0.204553 -0.773 -0.395 0.452
H -0.784847 4.563993 -0.578442 -0.266 -0.494 0.154
H -1.016779 3.820352 5.019586 -0.020 -0.627 0.220
H 1.426735 -2.974892 -4.890088 -0.050 1.051 0.362
H 2.499858 4.250416 -4.809469 -1.229 -0.232 0.344
H 2.834311 -3.738854 2.664950 -0.353 -0.225 0.087
Se -3.122905 -1.922008 -1.423052 -0.147 0.045 0.247
C 1.773440 -1.996096 -2.998685 -0.808 0.373 1.326
H 4.673702 0.224558 -0.110782 -0.155 0.058 -0.576
H 0.786368 -4.471472 1.177689 0.416 -0.161 0.161
C -1.784541 0.870129 6.776809 -0.013 -1.659 -1.971
H -0.633561 4.206787 7.492087 -0.270 -0.511 -0.947
```
Forces are in eV/Å.

Its total energy is -243149.690 eV. Its net charge is -2. The value obtained for the relative energy (zero: lowest compared OMol25 entry of this formula, charge and spin) is 0.00 kJ/mol. As for the HOMO-LUMO gap: 3.9 eV.

=====

> The highest relative energy (zero: lowest compared OMol25 entry of this formula, charge and spin) belongs to which entry?

C12H27BF2MnOS4SbSi3